1.
Here is a molecular structure, C49H52BrCl2F3N3O4P2RbSi2 from the OMol25 dataset. Energies are from ωB97M-V with the def2-TZVPD basis set.

Cartesian coordinates (Å):
H1 4.943 -2.934 0.889
H2 6.748 -6.708 -2.579
C1 3.882 -1.610 -2.427
H3 -2.540 -0.187 3.263
C2 -0.262 6.002 -3.809
H4 3.560 -1.924 -3.417
H5 1.609 3.522 5.243
H6 3.026 -0.940 -7.003
C3 -0.194 4.679 5.445
N1 0.951 -0.529 -4.385
C4 -2.276 5.092 -2.863
H7 -2.264 4.256 0.892
C5 2.022 -4.335 2.807
C6 -4.492 2.245 1.916
H8 0.179 5.263 6.278
H9 -2.236 6.716 -4.260
C7 -4.714 4.254 -0.792
C8 5.556 -5.056 -1.915
C9 0.792 -2.503 3.345
H10 -4.409 1.051 -1.980
Br1 3.446 1.995 -7.404
C10 -5.833 0.532 2.925
C11 3.162 -5.418 -1.903
H11 -0.126 -2.397 5.247
C12 -1.644 6.007 -3.694
C13 2.431 0.966 -6.174
H12 -2.966 4.324 3.542
H13 4.578 1.886 1.273
O1 -1.771 1.539 -1.503
C14 0.663 -4.881 6.257
H14 1.241 -4.392 -3.928
C15 -6.082 4.345 -0.846
C16 -2.436 -1.426 -0.586
C17 -6.235 2.097 -1.701
H15 -4.757 -1.083 3.858
H16 -6.550 5.271 -0.525
H17 0.229 6.719 -4.455
C18 5.746 -6.340 -2.386
P1 -1.682 2.151 1.929
C19 0.481 -2.995 4.579
F1 -0.025 -6.104 6.189
C20 1.683 -1.115 -5.331
Si1 1.661 -4.320 -1.494
H18 3.328 2.994 1.900
C21 -3.342 1.554 2.288
H19 1.668 -2.197 -5.349
C22 -1.728 3.358 0.571
C23 -5.743 1.726 2.223
H20 0.475 3.459 -1.708
C24 0.139 2.951 3.803
H21 0.367 1.272 -3.554
C25 0.963 -4.277 4.982
H22 1.654 2.679 -5.094
H23 -4.441 3.161 1.348
C26 -3.437 0.357 2.995
C27 0.957 0.799 -4.326
H24 -4.143 5.098 -0.423
H25 3.730 0.875 3.243
F2 -0.097 -4.091 7.071
C28 -4.882 1.973 -1.663
H26 -3.355 5.072 -2.787
H27 2.530 -7.379 -2.555
C29 4.112 -2.316 0.540
C30 -1.958 4.159 3.905
C31 -0.132 4.167 -2.264
C32 0.611 3.707 4.868
C33 3.370 -6.717 -2.375
H28 -0.065 -5.856 -0.712
Rb1 0.309 0.601 -0.520
H29 0.434 -1.522 3.055
O2 2.837 0.663 -0.325
C34 -1.147 3.187 3.321
Cl1 -1.146 -1.974 0.514
C35 -4.685 -0.150 3.315
H30 -2.108 5.663 5.420
C36 1.782 -4.932 4.010
H31 6.418 -4.421 -1.738
H32 -6.627 2.250 1.886
H33 -6.829 1.260 -2.052
P2 -2.340 2.878 -1.114
Si2 3.516 -2.913 -1.128
H34 -7.961 3.390 -1.333
H35 0.763 2.188 3.351
C37 3.509 1.984 1.521
O3 -0.738 1.017 1.740
H36 2.225 -5.899 4.219
C38 2.714 1.789 0.221
H37 2.949 0.100 2.046
O4 1.970 2.721 -0.177
Cl2 -1.907 -1.450 -2.284
H38 0.503 -2.940 -3.242
C39 4.265 -4.583 -1.665
H39 0.002 -4.457 0.373
H40 1.218 -5.696 0.512
H41 -6.807 0.120 3.158
H42 -0.291 -4.491 -3.044
H43 4.427 -1.277 0.465
C40 0.494 5.078 -3.097
H44 4.962 -1.440 -2.451
F3 1.787 -5.229 7.019
H45 2.660 -4.850 2.090
H46 1.573 5.063 -3.184
C41 -4.041 3.037 -1.204
C42 -6.886 3.294 -1.293
N2 3.051 1.002 2.502
H47 -2.710 -0.410 -0.321
C43 0.681 -3.998 -3.078
C44 1.681 1.604 -5.197
C45 -1.523 4.176 -2.131
C46 0.598 -5.152 -0.201
C47 4.651 -7.172 -2.614
C48 2.445 -0.418 -6.257
H48 -0.669 3.634 0.470
H49 3.397 -0.671 -2.170
H50 3.306 -2.380 1.274
H51 4.812 -8.179 -2.980
C49 -1.479 4.908 4.965
N3 1.545 -3.130 2.397
H52 -3.267 -2.117 -0.486

The calculation puts the molar mass at 1158.36 g/mol. The calculation puts the HOMO energy (alpha / beta) at 0.4 / -0.2 eV. The charge is -2. As for the orbital gap (alpha / beta): 2.79 / 3.41 eV.

---

2.
Here is a molecular structure, C49H52Cl3N4O9SY from the OMol25 dataset. Energies are from ωB97M-V with the def2-TZVPD basis set.

Cartesian coordinates (Å):
C1 -1.871 0.060 -7.439
C2 4.800 -0.579 -4.881
C3 3.804 -2.819 -5.374
C4 1.131 3.653 3.501
C5 -2.922 -0.081 -5.274
N1 1.183 -2.137 -3.021
C6 -1.855 -3.295 0.588
H1 -2.357 3.413 1.910
C7 2.939 -3.048 6.145
C8 -2.967 -0.248 -6.645
H2 -4.021 4.572 0.528
H3 2.772 -1.328 -7.570
H4 4.685 0.510 -4.909
H5 2.449 -1.540 7.593
N2 1.596 -3.349 -2.553
C9 0.446 -3.883 -2.171
H6 -3.506 2.849 4.348
C10 3.833 0.367 0.610
N3 -0.660 -3.113 -2.392
H7 4.103 0.059 -0.396
C11 2.104 -1.091 -3.435
S1 -0.385 0.848 -1.022
H8 -4.275 0.722 7.997
C12 2.287 0.220 2.478
O1 -0.674 1.001 -2.448
Cl1 -4.805 -2.848 -3.213
C13 1.771 -0.990 5.627
H9 4.856 -3.089 -5.554
H10 2.042 3.771 4.098
O2 0.372 -1.308 2.285
H11 -6.443 1.039 0.470
H12 2.727 1.184 -4.553
C14 -4.199 3.545 0.826
C15 -2.446 0.716 2.854
H13 0.427 -1.560 -5.308
H14 -0.584 -0.099 4.443
H15 5.726 -0.828 -5.409
H16 -1.922 -0.089 -8.511
Y1 -1.117 -1.121 0.834
O3 1.300 -1.631 -5.707
H17 -3.418 -1.359 6.941
C16 3.631 -1.303 -5.562
C17 -0.713 0.538 -6.841
H18 1.384 3.165 2.556
H19 0.528 3.731 6.149
C18 2.663 -0.134 1.186
O4 0.635 1.551 4.567
C19 0.110 2.830 4.250
H20 0.393 -4.869 -1.720
H21 2.210 0.920 -6.220
C20 -5.351 2.894 0.413
O5 -2.399 -0.590 2.396
C21 2.394 -1.837 6.551
H22 0.663 2.292 -4.915
C22 2.838 -3.420 4.804
H23 4.928 -0.882 -3.834
C23 -3.442 -0.433 6.378
H24 3.429 -3.698 6.862
C24 4.297 1.591 2.614
C25 -2.993 0.764 4.313
O6 0.507 1.861 -0.498
H25 -5.213 -2.495 -0.905
C26 2.003 0.658 -5.182
H26 -6.081 3.407 -0.205
C27 -2.991 -0.415 5.057
C28 -3.253 2.886 1.609
H27 0.145 0.772 -7.470
H28 4.530 -1.592 -7.511
C29 -3.939 1.913 6.231
O7 -1.665 0.784 -0.223
C30 3.141 1.078 3.191
C31 -3.917 0.733 6.972
H29 1.358 -0.048 5.969
H30 -2.640 -1.317 4.566
H31 2.030 -0.792 0.618
C32 -1.749 0.394 -4.687
H32 3.244 -4.372 4.472
H33 3.528 -3.159 -4.371
C33 1.045 -0.469 3.152
C34 2.249 -0.849 -4.983
H34 -0.876 4.426 5.285
H35 0.492 1.061 -3.695
H36 0.707 4.639 3.287
C35 -0.146 -2.025 -2.917
H37 -3.690 -3.394 -1.169
C36 -0.970 1.306 2.858
C37 -4.325 -2.595 -1.497
H38 2.900 1.340 4.210
H39 -1.010 2.828 6.063
H40 1.720 -0.183 -2.977
H41 -3.781 -0.333 -4.664
H42 -4.308 2.828 6.682
C38 -3.433 1.553 1.979
H43 -0.591 1.363 1.832
H44 4.929 2.265 3.187
Cl2 -4.431 -0.863 -7.402
O8 -1.013 2.613 3.426
H45 3.880 0.040 -7.294
C39 3.699 -1.021 -7.076
C40 1.686 -1.345 4.280
C41 0.006 0.519 3.785
H46 3.175 -3.369 -6.081
Cl3 -3.426 -1.154 -1.306
C42 0.627 1.209 -4.764
C43 -0.627 0.702 -5.458
N4 -2.376 -4.316 0.405
C44 -4.598 0.908 1.559
C45 -3.482 1.926 4.916
H47 -4.733 -0.131 1.834
C46 2.215 -2.581 3.889
H48 2.109 -2.872 2.847
O9 0.208 -0.538 -0.782
H49 -0.689 -1.123 -3.201
C47 -0.342 3.500 5.522
H50 5.559 1.631 0.868
H51 -1.694 0.515 -3.603
H52 3.058 -1.319 -2.978
C48 4.654 1.237 1.318
C49 -5.549 1.567 0.789

The calculation puts the molar mass at 1068.31 g/mol. The calculation puts the HOMO energy at -4.1 eV. The charge is -2. As for the orbital gap: 7.98 eV.

---

3.
Here is a molecular structure, C49H54BrN6O2ReS2 from the OMol25 dataset. Energies are from ωB97M-V with the def2-TZVPD basis set.

Cartesian coordinates (Å):
C1 -0.510 -5.390 1.920
C2 -1.888 -2.203 5.750
H1 -0.669 5.068 2.734
H2 3.044 2.538 -4.135
Re1 0.009 -0.143 0.053
C3 2.511 0.956 -1.494
H3 1.163 6.112 -0.480
C4 4.562 -1.771 -2.956
O1 -4.261 -2.932 1.573
Br1 0.018 1.217 -3.477
C5 -2.975 1.615 4.624
S1 -4.265 -2.413 0.235
C6 0.135 -4.226 1.234
C7 3.109 5.478 0.209
H4 2.919 5.689 1.262
C8 1.212 -5.806 -1.682
H5 4.040 -2.668 -3.296
H6 -3.254 1.087 5.536
H7 1.205 -5.956 3.132
N1 1.801 -0.119 -1.027
C9 -1.484 1.517 -2.386
C10 1.363 -2.892 -0.087
H8 4.845 2.262 -2.362
C11 -2.423 -4.356 -2.581
C12 2.496 -1.219 -1.464
H9 2.845 3.026 -1.637
C13 -4.049 -3.725 -0.929
C14 -5.023 1.974 -0.090
H10 -1.515 -4.148 -3.134
H11 3.762 4.605 0.158
H12 -1.105 -2.770 5.244
H13 2.849 -3.294 -1.505
H14 -2.692 0.816 0.548
C15 -0.197 -2.854 1.466
C16 -2.660 1.241 -0.438
H15 -5.792 2.569 -0.580
H16 -4.838 -6.714 -2.217
C17 1.044 4.057 0.040
C18 0.085 4.075 1.002
C19 -1.501 1.045 2.554
H17 2.861 -5.255 -0.389
C20 2.235 2.261 -1.173
C21 3.604 0.530 -2.322
N2 -2.823 -1.659 -0.111
H18 -2.795 -6.254 -3.505
C22 1.114 -4.248 0.291
C23 3.588 -0.831 -2.313
H19 -3.409 -2.408 4.211
C24 -4.771 -4.886 -1.105
H20 -2.445 2.578 -3.960
H21 -0.339 -6.567 3.737
H22 1.669 -6.293 0.367
H23 -2.298 6.522 1.530
H24 -5.663 -5.089 -0.527
H25 -4.944 1.455 3.721
H26 -5.414 0.970 0.085
H27 1.234 -4.949 -2.358
H28 -1.571 -5.181 2.068
C25 -1.870 5.651 1.032
H29 0.161 6.110 1.598
H30 -1.568 -3.191 3.022
C26 -1.449 -1.133 2.640
H31 3.639 6.329 -0.220
C27 -2.892 -1.611 4.753
H32 -4.523 2.942 -2.647
H33 -2.587 4.829 1.099
C28 -1.183 2.331 2.225
H34 -4.714 2.917 4.688
C29 -3.779 1.893 -0.929
H35 -1.738 5.894 -0.024
H36 4.983 -1.296 -3.843
N3 -1.042 -0.067 1.873
H37 3.764 1.198 -5.030
C30 1.788 -5.444 -0.305
H38 6.401 -2.838 -2.486
C31 -2.893 -3.458 -1.639
H39 6.248 -1.273 -1.681
H40 1.994 5.045 -1.593
C32 5.698 -2.160 -2.001
C33 3.978 2.002 -4.324
H41 -1.626 3.119 2.821
H42 -4.809 2.417 0.885
H43 -3.653 -1.056 5.301
C34 -3.144 -5.528 -2.782
C35 -2.286 0.659 3.699
C36 -2.246 -2.209 -1.129
C37 -1.105 -2.435 2.403
H44 0.173 -6.129 -1.585
C38 -0.528 5.267 1.669
H45 5.480 0.890 -3.246
N4 0.543 -2.025 0.636
C39 -4.300 -5.791 -2.051
H46 -0.451 -6.263 1.268
H47 5.308 -2.649 -1.106
H48 -2.281 2.405 4.919
N5 0.448 1.855 0.459
C40 1.282 2.679 -0.281
C41 4.564 1.439 -3.024
C42 2.251 -2.512 -1.053
S2 -0.806 -1.594 -1.848
C43 -4.229 2.232 3.993
C44 0.150 -5.713 3.266
H49 1.780 -6.618 -2.137
O2 -5.322 -1.525 -0.156
H50 -3.979 2.793 3.089
H51 4.678 2.690 -4.797
H52 -2.392 -2.873 6.447
C45 -0.274 2.711 1.260
C46 1.791 5.222 -0.536
H53 0.085 -4.865 3.951
C47 -2.534 2.212 -2.949
H54 -1.403 -1.413 6.325
C48 -3.689 2.406 -2.210
C49 -2.252 -0.697 3.753
N6 -1.520 1.053 -1.130

The calculation puts the molar mass at 1089.26 g/mol. The spin multiplicity is 2. The calculation puts the HOMO energy (alpha / beta) at -9.5 / -9.4 eV. The charge is +1. As for the orbital gap (alpha / beta): 5.86 / 5.38 eV.

---

4.
Here is a molecular structure, C49H55AsGeN4O3PtS3 from the OMol25 dataset. Energies are from ωB97M-V with the def2-TZVPD basis set.

Cartesian coordinates (Å):
C1 5.211 -4.817 -0.982
H1 5.267 -5.221 0.030
S1 1.371 2.619 1.388
H2 1.347 4.881 2.199
H3 2.674 0.735 -0.562
H4 3.741 -6.160 -1.784
H5 -2.300 3.338 -2.473
H6 5.470 -0.471 -1.957
H7 -3.502 5.738 1.733
H8 0.488 -1.809 4.884
H9 6.934 2.116 -1.242
As1 -3.314 0.851 0.469
O1 -1.694 1.256 0.281
C2 -5.472 2.429 1.505
H10 5.313 -2.873 -1.908
H11 3.704 -4.565 -2.518
N1 0.542 0.171 1.968
O2 -0.923 -1.951 1.222
C3 1.802 1.824 -2.686
H12 -2.605 -0.508 -5.543
N2 3.323 0.072 -0.142
C4 -3.441 1.379 -4.979
H13 5.638 -1.581 0.243
H14 0.161 -3.502 6.648
C5 5.625 -3.344 -0.974
H15 5.476 2.543 0.539
C6 -0.626 -2.879 3.413
C7 -2.372 2.488 -3.142
H16 5.298 1.062 -2.811
C8 -3.426 3.665 1.193
O3 -1.863 -4.301 1.926
C9 3.311 1.118 -4.419
C10 -1.571 -4.992 4.155
H17 -6.711 1.121 -3.210
H18 -0.301 4.202 2.060
H19 -7.130 3.550 2.263
C11 -3.507 -0.484 1.856
C12 3.834 -5.097 -1.579
C13 -3.767 -2.267 3.945
H20 -4.150 -2.290 -3.375
C14 -1.362 -4.057 3.132
H21 4.774 2.557 -5.020
C15 0.723 4.008 2.387
C16 -5.893 0.550 -2.798
C17 5.094 -2.520 0.203
H22 5.944 -5.359 -1.579
H23 -6.014 1.490 1.438
H24 1.767 -0.117 -3.599
C18 2.975 -1.201 -0.265
H25 -4.214 1.351 -5.732
C19 -4.048 4.809 1.666
C20 3.520 3.316 -3.462
C21 -0.452 -1.850 2.392
C22 -1.446 1.454 -3.048
C23 -3.770 -0.919 -1.773
H26 6.863 0.254 -2.761
C24 -1.546 0.366 -3.908
C25 -4.454 -1.375 -2.888
H27 5.257 -3.064 1.138
C26 -0.083 -2.703 4.690
H28 -1.191 -5.517 6.180
S2 1.422 -1.587 -0.976
H29 3.015 -4.831 -0.911
H30 2.093 3.810 -1.935
C27 0.781 3.571 3.832
C28 -1.033 -4.786 5.404
H31 -5.462 1.974 -1.246
H32 6.713 -3.289 -0.929
H33 -2.927 -1.479 -1.368
C29 -3.066 -0.130 3.126
Pt1 -0.171 -0.137 -0.194
C30 -4.202 -2.619 2.677
C31 5.123 1.785 -0.161
C32 -4.140 2.477 1.112
C33 -5.534 -0.656 -3.379
C34 -0.276 -3.644 5.673
H34 3.162 -3.146 -0.105
C35 -3.357 2.455 -4.111
C36 -3.191 -1.026 4.172
N3 3.669 -2.279 0.059
C37 3.944 2.351 -4.363
H35 -4.637 -3.592 2.505
H36 -4.404 -2.003 0.628
H37 -2.153 -5.870 3.931
C38 -5.381 4.765 2.043
H38 3.840 1.241 1.473
H39 -0.844 -0.457 -3.834
C39 -5.199 1.022 -1.696
S3 0.030 1.907 3.943
C40 -6.093 3.577 1.966
C41 4.353 0.734 0.648
C42 -2.538 0.334 -4.872
H40 -1.641 -3.547 1.332
Ge1 0.045 1.669 -1.774
C43 -4.071 -1.729 1.623
C44 6.333 1.257 -0.938
C45 0.624 1.401 2.374
N4 0.194 -0.763 2.814
C46 -4.159 0.269 -1.169
H41 -5.865 5.660 2.399
H42 3.641 0.375 -5.129
H43 -2.624 0.852 3.280
C47 2.450 3.053 -2.625
H44 -2.390 3.681 0.869
H45 -3.870 -2.966 4.760
H46 1.807 3.492 4.196
C48 2.252 0.850 -3.570
H47 4.435 2.277 -0.852
H48 6.962 0.652 -0.282
H49 -6.098 -1.030 -4.220
H50 5.032 0.004 1.080
H51 0.222 4.241 4.482
H52 4.007 4.280 -3.424
H53 -0.177 3.047 -1.144
C49 5.964 0.471 -2.189
H54 -4.059 3.271 -4.192
H55 -2.847 -0.758 5.159

The calculation puts the molar mass at 1186.82 g/mol. The spin multiplicity is 3. The calculation puts the HOMO energy (alpha / beta) at -12.9 / -12.9 eV. The charge is +2. As for the orbital gap (alpha / beta): 7.90 / 5.16 eV.